1.
Computed, not measured: a structure of composition C18H47LaNO4Si2 at a distorted geometry, with wB97M-V/def2-TZVPD.

Its total energy is -1680.0886 a.u. As for the charge: +1. For the energy relative to the best compared isomer or geometry (same formula, charge and spin), the calculation gives 151.00 kJ/mol. The calculation puts the orbital gap at 0.2919 Ha.

CARTESIAN COORDINATES (ANGSTROEM)
O  1.1547  0.7793  1.1060
O  1.3723  0.8996  -2.3993
C  1.0608  2.2803  1.1786
C  1.0900  2.7130  2.6157
H  0.1213  2.5423  0.6758
H  1.8796  2.6855  0.5824
H  0.3405  2.1746  3.2115
H  0.8836  3.7871  2.6951
H  2.0843  2.5420  3.0459
C  2.4954  0.1709  1.1676
C  3.6181  1.0968  0.7813
H  2.4386  -0.7041  0.5051
H  2.6220  -0.1951  2.1954
H  3.5058  1.4845  -0.2389
H  4.5614  0.5388  0.8251
H  3.7118  1.9285  1.4898
C  1.9785  -0.4749  -2.7843
C  1.5908  2.1443  -3.2659
C  3.4557  -0.5003  -2.5234
H  1.7332  -0.6280  -3.8403
H  1.4358  -1.1888  -2.1568
H  3.9973  0.2199  -3.1332
H  3.8588  -1.4820  -2.7909
H  3.7030  -0.3308  -1.4722
C  2.9888  2.2584  -3.7812
H  1.3370  2.9534  -2.5796
H  0.8482  2.0855  -4.0633
H  3.7157  2.3620  -2.9712
H  3.0510  3.1730  -4.3786
H  3.2644  1.4380  -4.4453
H  0.2922  0.9118  -2.1459
La  -0.8361  -0.4409  0.8908
C  -1.1286  1.5686  -1.4764
Si  -2.7560  1.2613  -2.3520
H  -1.3691  1.8031  -0.3939
H  -0.7832  2.5296  -1.8559
C  -3.2312  2.9126  -3.1450
C  -4.2265  0.7114  -1.3212
C  -2.5195  -0.0106  -3.7003
C  -0.4623  -0.8658  3.1986
Si  0.4406  -2.5019  3.2454
H  -1.3279  -0.8798  3.8719
H  0.2014  -0.0390  3.5415
C  2.0908  -2.3446  4.1265
C  0.7942  -3.1220  1.5029
C  -0.5777  -3.7964  4.1307
H  -1.4543  -0.2049  -3.8709
H  -2.9536  0.3715  -4.6350
H  -3.0199  -0.9543  -3.4466
H  -3.4364  3.6734  -2.3800
H  -4.1213  2.8109  -3.7784
H  -2.4003  3.2667  -3.7669
H  -4.2012  1.0614  -0.2760
H  -4.3451  -0.3829  -1.3369
H  -5.1377  1.1400  -1.7759
H  1.8187  -2.8602  1.1907
H  0.0854  -2.8895  0.6804
H  0.7364  -4.2163  1.6142
H  0.0306  -4.6898  4.3330
H  -1.4382  -4.0822  3.5091
H  -0.9423  -3.3980  5.0862
H  2.4131  -3.3379  4.4588
H  1.9926  -1.7029  5.0080
H  2.8669  -1.9366  3.4731
N  -3.3549  -0.6288  1.8060
C  -3.9402  -1.9005  1.3113
C  -2.7611  -2.7803  0.9201
O  -2.5782  -3.8322  1.5219
O  -1.9646  -2.2476  0.0046
H  -3.3202  -0.6802  2.8276
H  -4.0005  0.1402  1.6207
H  -4.4865  -2.4281  2.0995
H  -4.5869  -1.7618  0.4333

Forces on atoms 1 to 3 (eV/Å):
1.73 1.83 -0.45
1.23 -0.37 -0.90
0.03 -1.10 -0.06

***

2.
Computed, not measured: a structure of composition C14H12Cl2FMoN3O2 at a distorted geometry, with wB97M-V/def2-TZVPD.

As for the spin multiplicity: 3. Its total energy is -1943.3121 a.u. As for the charge: +2. As for the expectation value of S²: 2.401. The calculation puts the orbital gap (spin up / spin down) at 0.2115 / 0.2609 Ha.

CARTESIAN COORDINATES (ANGSTROEM)
Mo  0.5087  -0.6957  0.0257
Cl  0.5162  -0.2396  -4.8666
C  1.8696  -0.5926  -3.9172
C  3.1436  -0.7323  -4.4935
C  4.2515  -1.0233  -3.7277
Cl  5.7672  -1.1813  -4.4786
C  4.1579  -1.1953  -2.3051
C  5.2051  -1.4839  -1.4155
C  4.9308  -1.6025  -0.0681
C  3.6286  -1.4357  0.3990
N  2.6149  -1.1703  -0.4280
C  2.8869  -1.0539  -1.7510
C  1.7593  -0.7626  -2.5445
O  0.6570  -0.6448  -1.8081
H  3.2448  -0.6080  -5.5629
H  6.2145  -1.6072  -1.7859
H  5.7170  -1.8201  0.6399
H  3.3902  -1.5113  1.4516
F  1.1357  -0.7224  1.7556
N  -1.4338  -0.1320  0.4075
C  -2.4420  0.2868  0.8402
N  -3.5331  0.7266  1.3128
C  -3.9594  2.1491  1.1398
C  -3.9500  2.8057  2.5118
O  -4.7557  2.0781  3.4097
C  -4.2699  0.7738  3.6303
C  -4.3131  -0.0299  2.3398
H  -4.9690  2.1152  0.7317
H  -3.2952  2.6367  0.4294
H  -4.3684  3.8077  2.4380
H  -2.9220  2.8823  2.8896
H  -4.9157  0.3057  4.3707
H  -3.2466  0.8036  4.0267
H  -5.3316  -0.0981  1.9592
H  -3.8940  -1.0285  2.4438

Forces on atoms 1 to 3 (eV/Å):
-0.48 0.05 1.19
0.00 0.01 0.04
0.16 -0.09 -0.22

***

Q: Which value of charge does entry 2 give?
A: +2